Below is 2 unconnected molecules or ions with the total composition C6H15NO2, with properties calculated with ωB97M-V/def2-TZVPD.

relative energy (zero: lowest compared OMol25 entry of this formula, charge and spin)	115.31	kcal per mole
E_LUMO	-0.989	eV
M	133.19	g/mol
SMILES string	CCC(C)(O)CC.N=O
E_tot	-442.69745	a.u.
HOMO-LUMO gap	8.337	eV

Atoms and positions in Å:
C1 1.69009 0.46621 0.36368
C2 1.65374 1.86528 -0.24198
N1 -2.39598 -1.51185 -0.51282
O1 -2.00738 -1.39649 -1.68883
H1 -0.39710 -0.94206 -1.69936
H2 -1.92652 -2.33490 -0.05776
H3 1.72622 0.51812 1.45379
H4 2.61082 -0.02764 0.03818
H5 0.87521 2.48066 0.20285
H6 2.60866 2.36196 -0.07017
H7 1.48112 1.80251 -1.31372
C3 -0.98732 0.17457 0.68955
C4 0.78647 -1.86326 0.53621
C5 -1.64965 1.30273 -0.06385
C6 0.55025 -0.47047 -0.05025
O2 0.44540 -0.47694 -1.41052
H8 -0.50317 0.51419 1.60513
H9 -1.71169 -0.58101 1.02119
H10 0.76507 -1.84168 1.62426
H11 0.06441 -2.58908 0.16556
H12 1.76940 -2.22164 0.22349
H13 -1.51389 1.18664 -1.13645
H14 -1.21537 2.27142 0.19038
H15 -2.71878 1.31270 0.13145

=====

Below is 6 unconnected molecules or ions with the total composition C10H32O6, with properties calculated with ωB97M-V/def2-TZVPD.

relative energy (zero: lowest compared OMol25 entry of this formula, charge and spin)	55.40	kcal per mole
E_LUMO	0.376	eV
M	248.36	g/mol
SMILES string	CC(C)O.CC(C)O.CO.CO.CO.CO
E_tot	-851.51687	a.u.
HOMO-LUMO gap	10.199	eV

Atoms and positions in Å:
C1 -14.87465 -21.67358 15.96146
C2 -16.19734 -21.96744 15.27795
C3 -17.35784 -22.18727 16.20271
O1 -16.59625 -20.85598 14.50007
H1 -14.76273 -22.46427 16.70334
H2 -14.91074 -20.72154 16.49101
H3 -13.95864 -21.75576 15.37641
H4 -16.20724 -22.85228 14.64150
H5 -17.56473 -21.29363 16.79152
H6 -17.18086 -22.91396 16.99562
H7 -18.32786 -22.35551 15.73488
H8 -17.34220 -21.12880 13.96088
C4 -14.93405 -21.58109 23.73623
C5 -16.08693 -21.37899 24.75222
C6 -16.00163 -22.36805 25.92348
O2 -15.78662 -20.11729 25.35665
H9 -13.94279 -21.57316 24.18946
H10 -15.02414 -20.84640 22.93609
H11 -14.99678 -22.50010 23.15348
H12 -17.06873 -21.34525 24.27995
H13 -16.72954 -22.21524 26.72028
H14 -15.07382 -22.19985 26.47027
H15 -16.00211 -23.42025 25.63891
H16 -16.46320 -19.89239 25.99949
C7 -15.26890 -25.43464 21.66302
O3 -16.54192 -24.95163 21.25483
H17 -15.02681 -26.40107 21.22085
H18 -14.47371 -24.71701 21.46105
H19 -15.15445 -25.53154 22.74265
H20 -17.23167 -25.48883 21.65139
C8 -15.43168 -18.13986 18.22566
O4 -15.43983 -17.35337 19.40609
H21 -14.51812 -18.63899 17.90259
H22 -16.18144 -18.92928 18.27846
H23 -15.67756 -17.43858 17.42826
H24 -16.32144 -16.97342 19.40439
C9 -15.20777 -25.36155 16.94606
O5 -14.84090 -26.07807 15.83244
H25 -15.41896 -25.98226 17.81683
H26 -14.49540 -24.59295 17.24585
H27 -16.09564 -24.84476 16.58176
H28 -13.96163 -26.46291 15.85192
C10 -16.25700 -22.02418 19.97691
O6 -15.60854 -23.08039 19.35588
H29 -16.29941 -21.13240 19.35159
H30 -17.25713 -22.30399 20.30789
H31 -15.68819 -21.71623 20.85425
H32 -15.73515 -23.86359 19.89641

=====

Below is 3 unconnected molecules or ions with the total composition C20H29N4O6S, with properties calculated with ωB97M-V/def2-TZVPD.

E_LUMO	-4.136	eV
M	453.54	g/mol
E_tot	-1847.57678	a.u.
HOMO-LUMO gap	7.755	eV
net charge	+1

Atoms and positions in Å:
C1 3.49640 0.45818 -0.85342
C2 2.51893 -0.57725 -0.27763
C3 1.99581 -1.58898 -1.30800
C4 0.78790 -1.16003 -2.15415
C5 0.89011 0.24286 -2.72413
S1 -0.77478 -1.54733 -1.26833
C6 -2.15698 -0.98083 -2.37144
N1 -2.78116 0.22450 -1.95660
C7 -2.23082 1.45845 -2.51243
C8 -0.89652 -0.46835 0.23131
O1 -2.09949 -0.65692 0.87501
N2 -2.35588 -2.11865 1.22524
O2 -1.94559 -2.37408 2.25779
H1 4.29551 0.68132 -0.14666
H2 3.95543 0.10879 -1.78074
H3 3.00335 1.40318 -1.07641
H4 1.69425 -0.04143 0.20201
H5 3.00376 -1.13996 0.52134
H6 1.79336 -2.56205 -0.85168
H7 2.79403 -1.76479 -2.03527
H8 0.68605 -1.88606 -2.96834
H9 1.85935 0.32897 -3.21748
H10 0.12561 0.44384 -3.47353
H11 0.85795 1.01229 -1.95198
H12 -2.85332 -1.81543 -2.30505
H13 -1.71603 -0.97043 -3.37759
H14 -3.77013 0.16438 -2.15731
H15 -2.13730 1.43570 -3.60540
H16 -1.24657 1.67002 -2.09153
H17 -2.88683 2.28009 -2.23291
H18 -0.03543 -0.76334 0.83827
H19 -0.83010 0.57730 -0.06408
C9 -5.00643 -3.12952 3.60554
C10 -5.80176 -2.91916 4.72339
C11 -7.14823 -3.24668 4.68835
C12 -7.66455 -3.78128 3.52344
C13 -6.89493 -4.00169 2.39747
C14 -5.55098 -3.66832 2.44733
N3 -9.10076 -4.13499 3.47801
O3 -9.76289 -3.90793 4.46720
O4 -9.52451 -4.61203 2.44601
H20 -3.95455 -2.87955 3.63670
H21 -5.37699 -2.50068 5.62545
H22 -7.79147 -3.09343 5.54173
H23 -7.34538 -4.42535 1.51269
H24 -4.92930 -3.83669 1.57716
C15 8.25614 4.70947 0.37225
C16 7.07260 4.66766 1.09788
C17 5.87880 4.36284 0.46472
C18 5.90564 4.10330 -0.89373
C19 7.06943 4.14141 -1.64026
C20 8.25437 4.44877 -0.99175
N4 4.64350 3.77241 -1.57555
O5 3.62353 3.74902 -0.91031
O6 4.68362 3.52560 -2.76362
H25 9.18483 4.94952 0.87225
H26 7.07712 4.87670 2.15871
H27 4.94455 4.33159 1.00441
H28 7.04094 3.93805 -2.69995
H29 9.17679 4.48697 -1.55444

=====

Below is a single C19H34O2 molecule, with properties calculated with ωB97M-V/def2-TZVPD.

relative energy (zero: lowest compared OMol25 entry of this formula, charge and spin)	0.00	kcal per mole
E_LUMO	0.918	eV
M	294.48	g/mol
SMILES string	CCCCC/C=C\C/C=C\CCCCCCCC(=O)OC
E_tot	-894.82563	a.u.
HOMO-LUMO gap	9.961	eV

Atoms and positions in Å:
C1 -3.52034 2.22843 4.55308
C2 -2.50278 1.09520 4.51484
C3 -1.89725 0.92034 3.12407
C4 -0.86537 -0.20327 3.08627
H1 -0.07621 0.00994 3.81181
H2 -1.33554 -1.14598 3.37892
C5 -0.24230 -0.35914 1.69560
C6 0.84657 -1.38323 1.70679
C7 0.91489 -2.51388 1.02079
C8 -0.09096 -3.04666 0.04568
C9 0.44098 -2.98793 -1.35839
C10 -0.26966 -2.83655 -2.46630
C11 -1.75832 -2.73581 -2.57543
H3 -2.11609 -3.64887 -3.06407
C12 -2.23352 -1.53718 -3.40451
C13 -2.03296 -0.18795 -2.71081
C14 -0.59813 0.32852 -2.78939
C15 -0.44229 1.66941 -2.07359
C16 0.87375 2.37632 -2.39817
C17 2.11197 1.63801 -1.89312
C18 2.28586 1.73451 -0.39735
O1 1.52134 2.24205 0.37998
O2 3.44695 1.17595 -0.02537
C19 3.74707 1.21372 1.36270
H4 4.66734 0.65011 1.49120
H5 2.93608 0.76277 1.93680
H6 3.88103 2.24630 1.69308
H7 2.07226 0.57988 -2.15652
H8 3.01509 2.04909 -2.34933
H9 0.95630 2.49806 -3.48060
H10 0.85683 3.37040 -1.94687
H11 -1.26124 2.32752 -2.37583
H12 -0.51619 1.52432 -0.99605
H13 -0.32323 0.44644 -3.84122
H14 0.06867 -0.41106 -2.34643
H15 -2.69248 0.54738 -3.17956
H16 -2.33097 -0.27110 -1.66325
H17 -3.29985 -1.66959 -3.60402
H18 -1.71699 -1.53031 -4.36711
H19 -2.21896 -2.69437 -1.58827
H20 0.24692 -2.81198 -3.41867
H21 1.51743 -3.08417 -1.43488
H22 -1.03022 -2.50183 0.12176
H23 -0.29321 -4.09494 0.29776
H24 1.79040 -3.14149 1.14078
H25 1.65891 -1.15148 2.38689
H26 -1.01801 -0.61448 0.97361
H27 0.18375 0.60356 1.39789
H28 -1.42034 1.85357 2.81669
H29 -2.69470 0.70585 2.40827
H30 -1.70426 1.30187 5.23165
H31 -2.98497 0.16304 4.81890
H32 -3.93720 2.33670 5.55217
H33 -3.05244 3.16933 4.27243
H34 -4.33606 2.03277 3.86030

=====

Below is 11 unconnected molecules or ions with the total composition C29H79NO11, with properties calculated with ωB97M-V/def2-TZVPD.

relative energy (zero: lowest compared OMol25 entry of this formula, charge and spin)	2.58	kcal per mole
E_LUMO	0.142	eV
M	617.95	g/mol
SMILES string	CC1(C)CCCC(C)(C)N1O.CCO.CCO.CCO.CCO.CCO.CCO.CCO.CCO.CCO.CCO
E_tot	-2034.57249	a.u.
HOMO-LUMO gap	7.643	eV

Atoms and positions in Å:
C1 -2.37648 -3.34117 0.81060
C2 -3.19586 -2.10448 0.41731
C3 -3.97752 -2.44436 -0.85014
C4 -5.04036 -1.38137 -1.17941
C5 -5.96031 -1.18739 0.00339
C6 -5.22840 -0.83728 1.30288
N1 -4.13331 -1.76764 1.46145
O1 -3.50157 -1.68639 2.72836
C7 -4.78697 0.64377 1.27288
C8 -6.20892 -1.01010 2.47078
C9 -2.20879 -0.98455 0.07614
H1 -1.75617 -3.63788 -0.02977
H2 -3.01165 -4.17941 1.10425
H3 -1.77709 -3.06725 1.68236
H4 -3.29388 -2.45448 -1.70509
H5 -4.46833 -3.41939 -0.79006
H6 -5.52532 -1.58063 -2.13555
H7 -4.48959 -0.44923 -1.37333
H8 -6.52757 -2.11255 0.18969
H9 -6.76139 -0.46797 -0.19999
H10 -5.61867 1.33922 1.39022
H11 -4.05762 0.81348 2.07310
H12 -4.28036 0.90612 0.34195
H13 -6.16386 -2.01812 2.88552
H14 -5.97563 -0.34355 3.30483
H15 -7.24062 -0.81999 2.17008
H16 -1.71369 -0.53751 0.94007
H17 -2.69748 -0.16578 -0.45046
H18 -1.42855 -1.39865 -0.56444
H19 -3.04742 -0.82615 2.77146
C10 0.97500 3.29914 3.00049
C11 -0.33980 3.44415 2.23242
O2 -0.65382 2.17027 1.68105
H20 1.79401 3.03001 2.32944
H21 0.88469 2.49752 3.73612
H22 1.21058 4.21795 3.53622
H23 -0.25255 4.21128 1.46360
H24 -1.09275 3.68412 2.99111
H25 -1.26231 2.24524 0.92352
C12 1.41774 1.53627 -1.13729
C13 1.87050 0.38145 -0.25141
O3 0.72868 -0.06889 0.47998
H26 2.17911 1.81547 -1.87590
H27 1.21675 2.49811 -0.65424
H28 0.49432 1.22442 -1.62938
H29 2.59983 0.74361 0.48054
H30 2.22544 -0.40324 -0.91710
H31 0.42195 0.66834 1.02304
C14 4.16187 -2.51207 -2.69751
C15 5.34882 -3.22984 -3.34468
O4 6.28749 -2.27844 -3.87299
H32 3.57823 -3.13844 -2.01458
H33 3.51195 -2.09412 -3.46472
H34 4.46404 -1.70283 -2.01924
H35 4.95237 -3.79886 -4.18164
H36 5.82224 -3.90554 -2.63051
H37 6.75847 -1.93643 -3.10560
C16 3.11056 -1.95562 4.57327
C17 3.23406 -1.42339 3.16778
O5 4.39401 -0.58966 3.05803
H38 3.91941 -2.60863 4.88841
H39 2.17484 -2.52147 4.64415
H40 2.99238 -1.13509 5.28670
H41 2.33672 -0.87570 2.86940
H42 3.37579 -2.30323 2.52573
H43 4.59368 -0.47687 2.12527
C18 2.69025 5.34645 -0.98153
C19 1.28597 5.75668 -1.34436
O6 1.28282 6.97364 -2.09563
H44 3.15403 4.90371 -1.87032
H45 2.77311 4.57833 -0.20891
H46 3.29241 6.20254 -0.68492
H47 0.65451 5.92028 -0.46907
H48 0.77320 4.99666 -1.94635
H49 1.46840 6.76536 -3.01500
C20 0.49764 -0.48714 -4.43376
C21 -0.93491 -0.49173 -3.95258
O7 -1.63853 -1.65505 -4.35941
H50 1.03934 0.36067 -4.00451
H51 0.53057 -0.40142 -5.52159
H52 1.05700 -1.39523 -4.19677
H53 -1.44308 0.37661 -4.36749
H54 -0.98138 -0.46531 -2.85563
H55 -1.19521 -2.40843 -3.95796
C22 -3.44799 4.00072 0.17901
C23 -2.92534 3.40699 -1.11003
O8 -1.86149 2.49048 -0.79195
H56 -3.61240 3.21922 0.92518
H57 -4.40971 4.48057 0.00811
H58 -2.71527 4.68958 0.60330
H59 -2.61996 4.16404 -1.83573
H60 -3.72611 2.83581 -1.59885
H61 -1.34279 2.33781 -1.58679
C24 -1.65969 -1.41267 4.92356
C25 -0.99871 -0.64887 3.78556
O9 -1.98248 0.18865 3.17672
H62 -2.58356 -1.86088 4.55735
H63 -1.80054 -0.78913 5.80440
H64 -1.02635 -2.24643 5.24558
H65 -0.62581 -1.36277 3.04294
H66 -0.19663 -0.01672 4.17882
H67 -1.55580 0.97324 2.80213
C26 6.49095 1.83127 -2.84174
C27 5.16459 1.12903 -3.00592
O10 5.08171 0.40938 -4.22900
H68 6.55647 2.33943 -1.87318
H69 6.63412 2.62670 -3.57476
H70 7.33393 1.14331 -2.93413
H71 4.37791 1.89427 -2.98517
H72 4.89679 0.47010 -2.16959
H73 5.35548 -0.49910 -4.04030
C28 0.76171 -5.25871 0.36424
C29 1.45061 -3.90782 0.35692
O11 0.81849 -3.10304 -0.63203
H74 -0.23384 -5.14406 0.78923
H75 1.28863 -5.91908 1.06441
H76 0.81107 -5.74433 -0.60522
H77 2.48980 -4.10291 0.04843
H78 1.43767 -3.48876 1.36471
H79 1.08749 -2.19029 -0.47903

=====

Below is a single C3H5OP molecule, with properties calculated with ωB97M-V/def2-TZVPD.

relative energy (zero: lowest compared OMol25 entry of this formula, charge and spin)	26.47	kcal per mole
E_LUMO (alpha / beta)	-0.898 / -0.898	eV
M	88.05	g/mol
SMILES string	[H]/P=C/C(C)=O
E_tot	-533.81624	a.u.
HOMO-LUMO gap (alpha / beta)	8.642 / 8.643	eV

Atoms and positions in Å:
C1 0.21349 0.64525 0.84411
C2 -0.54147 -0.19949 -0.11961
C3 0.14478 -1.05429 -1.16404
O1 -1.75475 -0.21896 0.02453
P1 -0.73228 1.98524 1.43002
H1 1.34641 0.37679 1.07291
H2 -0.00139 -2.02867 -1.11613
H3 1.30505 -1.03397 -1.23233
H4 -0.18345 -0.88997 -2.24823
H5 0.20363 2.41808 2.50877